# 1
# C27H32N4O6S

A single C27H32N4O6S molecule (the ωB97M-V functional and the def2-TZVPD basis, the Open Molecules 2025 dataset).

Properties
Electronic energy in hartree: -2116.80074
SMILES: CCOC(=O)N1CCN(C(=O)c2ccc(Cn3c(=S)[nH]c4cc(OCC)c(OCC)cc4c3=O)cc2)CC1
Energy above the lowest of the compared OMol25 structures with the same formula, charge and spin in kJ/mol: 102.1
Gap between HOMO and LUMO in eV: 8.4042

Structure (ORCA input):
```
! wB97M-V def2-TZVPD RIJCOSX def2/J DEFGRID3
* xyz 0 1
C 2.3242 -5.6712 -9.2021
C 2.5816 -4.2308 -8.7833
H 2.3197 -3.5339 -9.5824
H 3.6326 -4.1027 -8.5048
O 1.7599 -3.8472 -7.6816
C 2.1968 -4.2341 -6.4623
O 3.2418 -4.8054 -6.2561
N 1.3107 -3.9021 -5.4951
C 0.1118 -3.1317 -5.7674
H -0.4095 -3.5685 -6.6227
C -0.7872 -3.1481 -4.5396
N -0.0943 -2.5867 -3.3966
C -0.7566 -1.7495 -2.5621
O -1.9340 -1.4818 -2.7067
C 0.0694 -1.1869 -1.4460
C 0.7189 0.0300 -1.6021
C 1.4462 0.5698 -0.5564
C 1.5397 -0.1020 0.6541
C 0.8805 -1.3157 0.8111
C 0.1467 -1.8536 -0.2293
H -0.3707 -2.7931 -0.0994
H 0.9459 -1.8440 1.7505
C 2.3113 0.4899 1.8047
N 1.4006 0.9451 2.8513
C 1.2218 0.1864 3.9708
N 0.3432 0.6407 4.9015
C -0.3839 1.7994 4.7769
C -0.1984 2.5753 3.6355
C -0.9252 3.7609 3.4791
C -1.8206 4.1713 4.4409
C -2.0036 3.3740 5.6113
C -1.2864 2.2010 5.7611
H -1.4036 1.5801 6.6348
O -2.8828 3.8778 6.4983
C -3.2272 3.1470 7.6601
C -4.2017 2.0098 7.3693
H -5.0979 2.4073 6.9003
H -3.7616 1.2767 6.6979
H -4.4774 1.5180 8.2979
H -3.7054 3.8864 8.3079
H -2.3275 2.7765 8.1665
O -2.5932 5.2818 4.3927
C -2.4539 6.1836 3.3105
C -1.2158 7.0662 3.4341
H -1.2383 7.6001 4.3807
H -0.3060 6.4730 3.3939
H -1.2009 7.7874 2.6218
H -2.4565 5.6439 2.3560
H -3.3551 6.8006 3.3621
H -0.7496 4.3196 2.5747
C 0.7505 2.1597 2.6095
O 0.9986 2.7961 1.6074
H 0.2359 0.0608 5.7235
S 2.0136 -1.2310 4.2745
H 2.9784 -0.2524 2.2484
H 2.8820 1.3580 1.4680
H 1.9334 1.5253 -0.6747
H 0.6436 0.5604 -2.5400
C 1.3230 -2.8755 -3.2884
H 1.9140 -2.0278 -3.6608
C 1.6519 -4.1193 -4.1058
H 1.1016 -4.9814 -3.7108
H 2.7197 -4.3430 -4.0590
H 1.5903 -3.0397 -2.2413
H -1.6816 -2.5425 -4.7054
H -1.1049 -4.1748 -4.3227
H 0.3764 -2.0980 -6.0246
H 2.6018 -6.3432 -8.3939
H 2.9209 -5.9082 -10.0782
H 1.2722 -5.8140 -9.4379
*
```

Results of the Löwdin charge analysis, in e, for atoms 1 through 4: atom 1 (C): -0.062, atom 2 (C): -0.218, atom 3 (H): 0.122, atom 4 (H): 0.121

# 2
# C27H33BaIN5O2S

A molecular structure, C27H33BaIN5O2S in a non-equilibrium geometry (the ωB97M-V functional and the def2-TZVPD basis, the Open Molecules 2025 dataset).

Properties
Electronic energy in hartree: -2194.22873
Energy above the lowest of the compared OMol25 structures with the same formula, charge and spin in kJ/mol: 55.2
Gap between HOMO and LUMO in eV: 8.2145

Structure (ORCA input):
```
! wB97M-V def2-TZVPD RIJCOSX def2/J DEFGRID3
* xyz 1 1
Ba -0.5415 -0.0045 -0.0191
C 4.1030 4.3715 0.0261
C 2.6654 3.8881 0.0986
N 2.3936 3.0453 1.2704
C 2.3509 3.7520 2.5673
C 3.6265 3.6189 3.3803
C 2.1857 1.7332 1.1916
S 2.2412 0.8942 -0.3187
N 2.0550 1.1149 2.4110
C 1.2157 0.1896 2.7304
O 0.1472 -0.1473 2.0436
C 1.4099 -0.5402 4.0125
C 2.6908 -0.7262 4.5207
C 2.8674 -1.4118 5.7126
C 1.7643 -1.8923 6.4095
C 0.4842 -1.7003 5.9064
C 0.3084 -1.0343 4.7018
H 4.2564 4.9290 -0.8993
H 4.7914 3.5252 0.0330
H 4.3611 5.0312 0.8557
H 2.4098 3.3197 -0.7896
H 1.9791 4.7378 0.1586
H 1.4906 3.3965 3.1308
H 2.1661 4.8004 2.3236
H 3.8331 2.5749 3.6046
H 3.5183 4.1553 4.3247
H 4.4787 4.0424 2.8495
H 3.5392 -0.3363 3.9731
H 3.8644 -1.5719 6.1020
H 1.9039 -2.4193 7.3449
H -0.3733 -2.0741 6.4508
H -0.6836 -0.8974 4.2926
C 0.4524 8.4495 1.6342
C 0.9075 7.3194 0.7242
N 0.1347 7.1955 -0.5114
C 0.3487 8.2145 -1.5443
C 1.6407 7.9952 -2.3140
C -0.6673 6.1451 -0.8176
O -1.1529 5.9621 -1.9223
C -0.9319 5.1083 0.2421
C -1.5395 5.3585 1.4597
C -1.8234 4.2953 2.3050
C -1.4706 3.0214 1.8997
N -0.8848 2.7680 0.7229
C -0.6455 3.7949 -0.0897
H 0.9324 8.3582 2.6098
H -0.6286 8.4284 1.7819
H 0.7116 9.4298 1.2336
H 0.8694 6.3680 1.2510
H 1.9543 7.4660 0.4452
H 0.3386 9.1905 -1.0564
H -0.5011 8.1732 -2.2192
H 2.5220 8.0376 -1.6708
H 1.7625 8.7638 -3.0786
H 1.6234 7.0254 -2.8139
H -1.7967 6.3714 1.7458
H -2.3004 4.4469 3.2636
H -1.6430 2.1691 2.5491
H -0.1860 3.5728 -1.0465
I -2.8409 0.6995 -2.4532
C -3.9718 -0.0396 -0.8411
C -5.3493 0.0970 -0.8901
C -6.0682 -0.4079 0.1792
C -5.3995 -1.0130 1.2327
C -4.0242 -1.0899 1.1804
N -3.3042 -0.6087 0.1504
H -5.8341 0.5744 -1.7290
H -7.1477 -0.3279 0.1863
H -5.9327 -1.4195 2.0801
H -3.4635 -1.5520 1.9834
*
```

Results of the Löwdin charge analysis, in e, for atoms 1 through 4: atom 1 (Ba): 1.627, atom 2 (C): -0.055, atom 3 (C): -0.245, atom 4 (N): -0.103

# 3
# C27H33CaClN6O2SSi2

A molecular structure, C27H33CaClN6O2SSi2 (the ωB97M-V functional and the def2-TZVPD basis, the Open Molecules 2025 dataset).

Properties
Electronic energy in hartree: -3642.55363
Energy above the lowest of the compared OMol25 structures with the same formula, charge and spin in kJ/mol: 10.8
Gap between HOMO and LUMO (alpha / beta) in eV: 4.3070 / 4.2904

Structure (ORCA input):
```
! wB97M-V def2-TZVPD RIJCOSX def2/J DEFGRID3
* xyz -2 1
Ca 1.4469 -0.3180 0.5337
C -0.7467 1.9202 3.3341
Si 0.3274 2.2198 1.7814
C 1.9038 3.0397 2.5020
C -0.5379 3.6679 0.8872
C -0.6711 4.9617 1.4050
C -1.3095 5.9629 0.6953
C -1.8431 5.6861 -0.5604
C -1.7273 4.4088 -1.0813
C -1.0721 3.3914 -0.3723
Si -0.9361 1.6253 -1.0652
C -2.7126 1.0407 -1.3093
C -0.1975 1.8157 -2.8056
H -0.7928 2.8302 3.9435
H -0.3382 1.1139 3.9471
H -1.7649 1.6399 3.0575
H 1.6417 3.9120 3.1136
H 2.5817 3.3660 1.7106
H 2.4658 2.3384 3.1231
H -0.2610 5.1904 2.3846
H -1.3954 6.9610 1.1133
H -2.3478 6.4641 -1.1240
H -2.1542 4.1979 -2.0581
H -3.2202 1.7639 -1.9613
H -3.2474 0.9978 -0.3601
H -2.7630 0.0441 -1.7452
H -0.9432 2.3300 -3.4263
H 0.0177 0.8504 -3.2633
H 0.7158 2.4092 -2.8091
N -0.2662 -1.8058 2.3934
N 0.3352 -1.9948 3.6583
C 1.6874 -1.6345 3.7007
N 2.3190 -1.8608 4.9083
N 2.1976 -1.1690 2.6201
N 3.4580 -0.6554 2.5277
O 4.2554 -0.5368 3.5124
O 3.6187 -0.1056 1.3580
H -1.2575 -1.6352 2.4995
H -0.1755 -2.6245 1.7957
H 0.1705 -2.9023 4.0765
H 1.7612 -1.5752 5.6990
H 3.2490 -1.4444 4.8741
S 3.2271 -3.5523 -2.7296
C 2.2819 -4.5884 -1.7586
C 1.5998 -3.8869 -0.8051
C 1.7948 -2.4634 -0.7932
C 2.6679 -2.1711 -1.8210
C 3.1873 -0.8445 -2.1830
C 4.2293 -0.6797 -3.1102
C 4.6940 0.5862 -3.3923
C 4.1372 1.6831 -2.7454
C 3.1196 1.4371 -1.8423
N 2.6443 0.2243 -1.5831
H 2.2567 -5.6520 -1.9425
H 0.9331 -4.3947 -0.1155
H 4.6743 -1.5418 -3.5865
H 5.4993 0.7169 -4.1067
H 4.4756 2.6948 -2.9199
H 2.6475 2.2472 -1.2941
Cl -6.6962 -5.0109 -2.8052
C -5.3687 -4.1639 -2.0070
C -5.6270 -3.1351 -1.1073
C -4.5966 -2.4721 -0.4828
C -3.2097 -2.7947 -0.7056
C -2.1706 -2.1454 -0.0764
C -3.0072 -3.8492 -1.6698
C -4.0453 -4.5038 -2.2843
H -6.6517 -2.8470 -0.8963
H -4.8367 -1.6728 0.2114
H -1.1421 -2.3754 -0.3289
H -2.3735 -1.3063 0.5788
H -1.9891 -4.1338 -1.9135
H -3.8271 -5.2915 -2.9981
*
```

Results of the Löwdin charge analysis, in e, for atoms 1 through 4: atom 1 (Ca): 1.064, atom 2 (C): -0.258, atom 3 (Si): 0.515, atom 4 (C): -0.261